Formula: C5H9N
Source: OMol25
Level of theory: the ωB97M-V functional and the def2-TZVPD basis

Structure (XYZ):
```
15
C5H9N the ωB97M-V functional and the def2-TZVPD basis
N -0.87 1.43 0.22
C 0.89 0.74 -2.00
C -0.56 -0.80 1.23
C -0.32 0.14 0.11
C 0.40 -0.22 -0.96
C 0.38 -1.62 1.63
H -0.24 2.16 -0.06
H 0.20 -2.29 2.47
H 0.24 1.61 -2.13
H -1.55 -0.79 1.68
H 0.60 -1.28 -1.08
H 1.92 1.03 -1.81
H 1.40 -1.61 1.38
H -1.31 1.66 1.10
H 0.91 0.26 -2.98
```

## Properties
energy above the lowest of the compared OMol25 structures with the same formula, charge and spin = 116.7 kJ/mol
SMILES string = C=C/C(N)=C/C
spin multiplicity = 1
HOMO energy = -7.90 eV
Kohn-Sham gap = 9.0042 eV

Here are the natural (NBO) charges for atoms 1 to 8, given in e: -0.8254 -0.6531 -0.2185 0.1286 -0.2615 -0.3608 0.3778 0.1884